{"formula": "C33H92O33S10", "method": "wB97M-V/def2-TZVPD", "symbols": ["O", "S", "O", "O", "C", "C", "C", "H", "H", "H", "H", "H", "H", "H", "H", "O", "S", "O", "O", "C", "C", "C", "H", "H", "H", "H", "H", "H", "H", "H", "O", "S", "O", "O", "C", "C", "C", "H", "H", "H", "H", "H", "H", "H", "H", "O", "S", "O", "O", "C", "C", "C", "H", "H", "H", "H", "H", "H", "H", "H", "O", "S", "O", "O", "C", "C", "C", "H", "H", "H", "H", "H", "H", "H", "H", "O", "S", "O", "O", "C", "C", "C", "H", "H", "H", "H", "H", "H", "H", "H", "O", "S", "O", "O", "C", "C", "C", "H", "H", "H", "H", "H", "H", "H", "H", "O", "S", "O", "O", "C", "C", "C", "H", "H", "H", "H", "H", "H", "H", "H", "O", "S", "O", "O", "C", "C", "C", "H", "H", "H", "H", "H", "H", "H", "H", "O", "S", "O", "O", "C", "C", "C", "H", "H", "H", "H", "H", "H", "H", "H", "C", "O", "H", "H", "H", "H", "C", "O", "H", "H", "H", "H", "C", "O", "H", "H", "H", "H"], "xyz": [[6.7542, 3.2158, -5.6960], [7.6984, 2.3328, -5.0721], [8.4584, 1.3865, -5.9519], [8.7625, 3.2313, -4.1842], [9.8597, 2.5867, -3.5265], [10.2158, 3.4169, -2.2408], [6.8486, 1.3942, -3.7814], [10.6777, 2.6476, -4.2444], [9.7428, 1.5107, -3.3977], [10.2964, 4.4602, -2.5460], [11.1877, 3.1410, -1.8315], [9.4386, 3.4950, -1.4806], [6.5630, 2.0065, -2.9261], [7.4556, 0.5000, -3.6401], [5.8935, 1.0706, -4.1952], [8.5828, -2.1406, 2.2309], [8.1997, -2.1504, 0.7708], [7.9376, -0.8936, 0.0533], [9.3309, -3.0924, 0.0533], [9.9163, -2.6640, -1.2012], [9.1844, -3.2111, -2.4438], [6.7816, -3.3270, 0.5581], [10.9627, -2.9692, -1.2025], [9.9088, -1.5777, -1.2907], [9.4774, -4.2395, -2.6549], [9.5237, -2.6195, -3.2941], [8.1047, -3.1268, -2.3207], [6.8266, -3.8346, -0.4054], [5.8501, -2.8112, 0.7913], [6.8993, -4.0458, 1.3691], [-10.0796, 0.6215, 0.4510], [-8.9654, 1.2805, 1.1552], [-7.5998, 0.9702, 0.7794], [-9.1103, 2.9329, 0.9351], [-10.3688, 3.5808, 0.3960], [-10.0810, 5.0384, 0.2084], [-9.2805, 1.2759, 2.9864], [-11.1487, 3.3526, 1.1226], [-10.5281, 3.1409, -0.5885], [-11.0312, 5.5019, 0.4737], [-9.7781, 5.3430, -0.7934], [-9.2969, 5.2411, 0.9379], [-9.4433, 0.2853, 3.4110], [-10.1850, 1.8479, 3.1930], [-8.5130, 1.8723, 3.4796], [-8.5204, -4.1930, 5.2227], [-8.9504, -5.1848, 4.2741], [-9.3985, -4.7383, 2.9443], [-7.8508, -6.4383, 4.2174], [-7.5841, -7.0644, 2.9955], [-6.1852, -6.4617, 2.4874], [-10.2847, -6.0919, 5.0545], [-8.3667, -7.0973, 2.2376], [-7.3995, -8.1075, 3.2524], [-5.4380, -6.3102, 3.2665], [-6.4000, -5.4242, 2.2315], [-5.7427, -6.8921, 1.5890], [-11.0368, -6.4042, 4.3300], [-10.7918, -5.2960, 5.5999], [-9.9128, -6.9875, 5.5523], [-4.2651, -2.8179, -7.2219], [-4.6467, -1.7337, -6.3242], [-4.7165, -1.9793, -4.8905], [-3.7336, -0.3454, -6.6907], [-4.0414, 0.8668, -6.0004], [-3.0680, 1.9532, -6.4131], [-6.3987, -1.2292, -6.8355], [-3.9421, 0.7430, -4.9220], [-5.0383, 1.2658, -6.1875], [-2.1035, 1.9077, -5.9074], [-3.5536, 2.8713, -6.0825], [-2.9137, 2.0979, -7.4824], [-6.8063, -0.4002, -6.2570], [-7.0389, -2.1067, -6.9269], [-6.4469, -0.7907, -7.8323], [5.6091, 5.6239, -0.3727], [6.1701, 6.9072, 0.1151], [5.7849, 7.3472, 1.4462], [7.8725, 6.8896, -0.0212], [8.5720, 7.9753, 0.3579], [9.1261, 8.7351, -0.7930], [5.6848, 8.1981, -1.2166], [9.3735, 7.5432, 0.9570], [8.1121, 8.5649, 1.1509], [8.3575, 9.0134, -1.5139], [9.8058, 8.1742, -1.4345], [9.6878, 9.6292, -0.5224], [6.2253, 9.1047, -0.9444], [4.6049, 8.3456, -1.2275], [6.1140, 7.9794, -2.1944], [-4.2726, 7.7054, 1.6969], [-5.4557, 6.9177, 1.7767], [-6.5566, 7.2424, 2.6739], [-6.0814, 6.7221, 0.1727], [-5.0959, 6.3314, -0.8220], [-5.4422, 6.6596, -2.2664], [-4.9780, 5.0762, 2.0845], [-4.9724, 5.2518, -0.7361], [-4.0971, 6.7259, -0.6355], [-6.2113, 5.9937, -2.6578], [-4.5850, 6.6276, -2.9389], [-5.8783, 7.6585, -2.2780], [-5.6966, 4.4505, 1.5551], [-5.1340, 4.7913, 3.1250], [-3.9144, 5.0123, 1.8546], [-2.1232, 0.9769, 1.4754], [-1.7035, 0.3157, 0.2502], [-1.7844, 1.0460, -1.0020], [-0.1372, -0.2156, 0.4764], [0.8539, -0.3764, -0.5461], [1.3331, 0.9798, -1.0196], [-2.4529, -1.4287, -0.0484], [0.6340, -1.0587, -1.3673], [1.6668, -0.9389, -0.0868], [2.2283, 0.8745, -1.6325], [1.5768, 1.5909, -0.1505], [0.5822, 1.4234, -1.6734], [-2.3834, -1.7321, -1.0930], [-3.5282, -1.4298, 0.1301], [-1.9515, -2.1647, 0.5803], [2.3365, -5.6306, -1.0262], [1.2941, -6.4050, -1.6888], [0.2413, -5.7072, -2.3746], [2.0485, -7.5739, -2.6067], [1.2020, -8.5601, -3.2021], [2.0021, -9.8581, -3.2717], [0.5788, -7.4830, -0.3006], [0.7527, -8.2646, -4.1502], [0.3718, -8.7017, -2.5101], [1.4319, -10.7860, -3.3159], [2.6017, -9.9877, -2.3707], [2.7067, -9.7171, -4.0913], [0.9361, -7.0681, 0.6419], [0.9871, -8.4909, -0.3754], [-0.5100, -7.5341, -0.3014], [5.6894, -6.4276, 5.4199], [4.7110, -5.4788, 5.9839], [5.1280, -4.3851, 6.8858], [3.6020, -4.9192, 4.8421], [2.9533, -3.6903, 5.0770], [1.5530, -3.8098, 4.9189], [3.4539, -6.5018, 6.8665], [3.3621, -3.0015, 4.3378], [3.2674, -3.2156, 6.0066], [1.2157, -4.8129, 5.1798], [1.1513, -3.6851, 3.9134], [1.0333, -3.0591, 5.5143], [2.7562, -6.9192, 6.1405], [2.9226, -5.8027, 7.5123], [4.0119, -7.1333, 7.5578], [3.4162, 2.5463, 3.4673], [3.7583, 2.3669, 4.8229], [2.3450, 2.7382, 3.5279], [3.9241, 3.3782, 2.9794], [3.5796, 1.6463, 2.8745], [3.1895, 1.6756, 5.1696], [-0.0588, 6.1033, -1.8230], [-0.7133, 5.2880, -2.7615], [0.0530, 7.1594, -2.0686], [-0.6272, 5.9876, -0.9001], [0.9756, 5.7622, -1.7821], [-1.2085, 4.5595, -2.3798], [-4.5508, -1.5332, 4.6923], [-5.7608, -1.0774, 5.3949], [-3.7861, -0.9206, 5.1699], [-4.2337, -2.5478, 4.9335], [-4.6246, -1.3473, 3.6208], [-6.3639, -1.8232, 5.4377]], "total_energy_ha": -7776.839517, "homo_lumo_gap_ev": 9.83, "e_above_lowest_ev": 8.673, "multiplicity": 1, "lumo_ev": -0.13}

{"formula": "C33H96F3N16O15", "method": "wB97M-V/def2-TZVPD", "symbols": ["C", "O", "O", "C", "F", "F", "F", "C", "C", "H", "H", "H", "H", "H", "H", "C", "O", "N", "N", "H", "H", "H", "H", "C", "O", "N", "N", "H", "H", "H", "H", "C", "O", "N", "N", "H", "H", "H", "H", "C", "O", "N", "N", "H", "H", "H", "H", "C", "O", "N", "N", "H", "H", "H", "H", "C", "C", "C", "O", "C", "N", "H", "H", "H", "H", "H", "H", "H", "H", "H", "H", "H", "C", "C", "C", "O", "C", "N", "H", "H", "H", "H", "H", "H", "H", "H", "H", "H", "H", "C", "C", "C", "O", "C", "N", "H", "H", "H", "H", "H", "H", "H", "H", "H", "H", "H", "C", "C", "C", "O", "C", "N", "H", "H", "H", "H", "H", "H", "H", "H", "H", "H", "H", "C", "C", "C", "O", "C", "N", "H", "H", "H", "H", "H", "H", "H", "H", "H", "H", "H", "C", "C", "C", "O", "C", "N", "H", "H", "H", "H", "H", "H", "H", "H", "H", "H", "H", "O", "H", "H", "O", "H", "H"], "xyz": [[-1.8612, 1.9709, -1.0394], [-1.4668, 1.1171, 0.0455], [-2.2422, 3.1490, -0.3621], [-0.9272, 2.1161, -2.2592], [-1.1252, 3.1020, -3.1380], [0.3666, 2.2341, -2.0468], [-0.9338, 1.0288, -3.0883], [-1.1596, -0.2525, -0.2345], [-1.0174, -0.9249, 1.0677], [-1.8567, -0.7574, 1.7427], [-0.9888, -2.0074, 0.9427], [-0.1412, -0.4484, 1.5073], [-0.2050, -0.5061, -0.6954], [-1.9513, -0.7062, -0.8308], [-2.7829, 1.5823, -1.4725], [-5.3544, 3.3670, 1.8443], [-6.2797, 3.1792, 2.6216], [-4.8140, 2.4878, 1.0240], [-4.8062, 4.4709, 1.5035], [-5.2189, 1.5746, 0.8747], [-4.0288, 2.8290, 0.4880], [-5.0460, 5.4200, 1.7522], [-3.9454, 4.3117, 0.9999], [0.6131, 4.5254, 1.5537], [1.4558, 5.0439, 2.2355], [-0.3598, 3.7562, 1.9970], [0.6217, 4.4423, 0.2337], [-1.1068, 3.6446, 1.3264], [-0.3676, 3.6404, 3.0003], [1.3094, 4.9550, -0.2994], [-0.1160, 3.8745, -0.1582], [-1.6242, 6.9088, -1.6141], [-2.1786, 7.5899, -0.7813], [-0.4126, 7.1325, -1.9852], [-2.2147, 6.1050, -2.4064], [0.0645, 6.5441, -2.6532], [-0.0068, 7.7546, -1.3007], [-3.0628, 5.6281, -2.1352], [-1.6407, 5.6437, -3.0977], [-3.6832, -4.0363, 0.1799], [-3.0377, -4.5647, -0.7222], [-4.2804, -4.6606, 1.0874], [-3.5671, -2.8008, 0.4949], [-4.5837, -4.2381, 1.9532], [-4.2182, -5.6667, 1.0241], [-4.2533, -2.4979, 1.1712], [-2.9403, -2.2414, -0.0657], [-6.7095, -0.2548, -0.4743], [-6.8969, 0.8443, 0.0473], [-5.7026, -0.5903, -1.3227], [-7.5411, -1.1863, -0.2304], [-5.0011, 0.1040, -1.5370], [-5.6581, -1.4496, -1.8515], [-7.3605, -2.1507, -0.4699], [-8.2660, -1.0630, 0.4620], [1.3267, 0.3385, -5.7171], [2.3075, -0.5764, -6.3154], [3.7558, -0.3322, -5.8332], [4.3160, 0.9928, -6.0234], [5.0151, 1.7653, -5.1436], [1.8760, -1.9235, -5.9879], [1.3694, 1.3844, -6.0210], [1.1999, 0.2504, -4.6381], [0.3752, 0.0667, -6.1740], [2.1932, -0.4605, -7.3931], [4.5079, -1.1017, -6.0075], [3.7222, -0.4140, -4.7468], [4.9860, 2.7617, -5.5844], [6.0217, 1.3797, -4.9818], [4.5218, 1.7693, -4.1716], [2.0059, -2.3496, -5.0814], [2.3272, -2.6854, -6.4738], [1.7198, 5.1550, -4.0602], [3.0591, 4.7765, -3.4487], [4.0132, 5.9447, -3.2051], [4.0799, 6.7939, -4.4163], [4.8973, 6.3154, -5.4852], [2.5272, 4.3246, -2.1791], [1.0025, 4.3446, -4.1895], [1.9361, 5.4091, -5.0979], [1.2610, 6.0604, -3.6628], [3.3966, 3.8765, -3.9627], [4.9130, 5.4481, -2.8418], [3.6969, 6.6863, -2.4716], [4.7255, 5.2652, -5.7214], [5.9050, 6.5100, -5.1180], [4.9680, 6.9421, -6.3742], [1.9300, 3.5102, -2.1880], [3.3952, 4.0150, -1.7657], [2.6232, 0.0095, 2.8945], [1.8590, 0.1709, 4.1356], [2.2440, -0.8052, 5.3225], [1.2030, -0.7260, 6.3455], [1.3541, -1.8239, 7.1422], [2.0609, 1.6262, 4.4687], [3.5613, 0.5638, 2.8654], [2.0231, 0.0946, 1.9886], [3.0449, -0.9911, 2.8000], [0.8241, -0.1383, 3.9895], [3.1335, -0.4314, 5.8295], [2.4807, -1.8144, 4.9853], [1.2474, -2.7249, 6.5381], [0.6968, -1.7458, 8.0082], [2.3703, -1.9073, 7.5275], [1.1427, 2.0451, 4.5067], [2.1947, 1.5896, 5.4691], [2.4074, -1.6993, -1.8030], [2.9518, -2.9256, -2.6669], [3.2843, -4.1763, -1.7794], [3.7609, -5.2261, -2.5997], [3.9934, -6.4137, -1.8794], [1.8773, -3.2271, -3.5346], [2.3298, -0.8032, -2.4187], [3.1024, -1.4996, -0.9874], [1.4728, -1.8737, -1.2699], [3.8505, -2.5901, -3.1845], [2.3359, -4.5303, -1.3752], [3.9822, -4.0049, -0.9598], [4.3273, -7.1884, -2.5696], [3.0088, -6.6919, -1.5033], [4.6412, -6.4245, -1.0028], [1.1061, -3.7285, -3.1176], [2.1623, -4.0329, -4.0727], [-2.5632, -2.0302, 6.3683], [-2.9685, -1.5788, 4.9565], [-4.5296, -1.6124, 4.4927], [-5.1866, -2.8977, 4.6595], [-6.5044, -2.9526, 3.9916], [-2.4882, -0.2142, 4.8995], [-1.6098, -1.7009, 6.7813], [-2.2590, -3.0765, 6.3987], [-3.4006, -1.7203, 6.9935], [-2.4654, -2.2483, 4.2589], [-4.6751, -1.1462, 3.5183], [-4.9898, -0.8320, 5.0988], [-7.2582, -2.2726, 4.3884], [-6.7850, -4.0053, 4.0263], [-6.4972, -2.8865, 2.9036], [-3.2297, 0.2903, 5.3640], [-2.4228, 0.1754, 3.9699], [3.6285, -6.9790, 2.5125], [3.4718, -5.6020, 1.8576], [2.4817, -4.5805, 2.6238], [1.1578, -5.0904, 2.7569], [0.5114, -5.0849, 1.4579], [4.7044, -4.8900, 1.6877], [3.9972, -6.7958, 3.5218], [4.3272, -7.6434, 2.0041], [2.6832, -7.4756, 2.7312], [2.9684, -5.7864, 0.9086], [2.3815, -3.6144, 2.1290], [2.9043, -4.4284, 3.6170], [1.1098, -5.6594, 0.7508], [0.3690, -4.1129, 0.9856], [-0.4518, -5.5448, 1.6792], [4.4757, -3.9107, 1.5941], [5.3180, -5.1090, 2.4595], [-2.4054, 1.3903, 2.5075], [-1.5617, 1.0198, 2.2486], [-2.8266, 1.6284, 1.6816], [-4.3999, 4.2157, -1.9609], [-3.5369, 4.0840, -1.5684], [-4.8750, 3.4062, -1.7731]], "total_energy_ha": -3618.856799, "homo_lumo_gap_ev": [8.69, 3.84], "multiplicity": 2, "lumo_ev": [-0.40, -5.25]}